{
  "formula": "C24H60AlF3N7O18P2S2",
  "method": "ωB97M-V/def2-TZVPD",
  "fmax_ev_per_a": 12.12,
  "e_lumo_ev": -9.01,
  "e_tot_ha": -4708.54786,
  "mol_weight_g_mol": 944.83,
  "total_charge": 1,
  "species": ["Al", "N", "S", "O", "O", "F", "S", "O", "O", "F", "F", "O", "P", "N", "C", "C", "N", "C", "C", "N", "C", "C", "H", "H", "H", "H", "H", "H", "H", "H", "H", "H", "H", "H", "H", "H", "H", "H", "H", "H", "O", "P", "N", "C", "C", "N", "C", "C", "N", "C", "C", "H", "H", "H", "H", "H", "H", "H", "H", "H", "H", "H", "H", "H", "H", "H", "H", "H", "H", "C", "O", "C", "O", "O", "C", "H", "H", "H", "H", "H", "H", "C", "O", "C", "O", "O", "C", "H", "H", "H", "H", "H", "H", "C", "O", "C", "O", "O", "C", "H", "H", "H", "H", "H", "H", "C", "O", "C", "O", "O", "C", "H", "H", "H", "H", "H", "H"],
  "coordinates": [[0.625, 2.915, -1.359], [1.596, 5.438, -2.317], [2.819, 6.287, -2.129], [2.780, 7.390, -1.170], [3.881, 6.234, -3.192], [3.546, 5.069, -1.361], [0.935, 6.774, -3.349], [1.734, 7.556, -4.308], [-0.127, 7.526, -2.743], [0.080, 5.797, -4.280], [2.622, 1.774, 0.402], [-0.885, -3.177, 0.098], [-1.132, -4.316, 0.994], [-2.767, -4.784, 1.287], [-3.713, -3.860, 1.992], [-3.471, -5.383, 0.132], [-0.482, -3.914, 2.550], [-0.591, -4.866, 3.697], [0.331, -2.670, 2.725], [-0.363, -5.780, 0.499], [-0.496, -7.138, 1.120], [0.363, -5.718, -0.792], [-4.043, -3.019, 1.381], [-3.200, -3.442, 2.857], [-4.600, -4.372, 2.365], [-3.570, -4.668, -0.684], [-4.503, -5.716, 0.243], [-2.898, -6.164, -0.368], [-1.623, -5.170, 3.869], [-0.020, -5.781, 3.538], [-0.197, -4.318, 4.553], [1.149, -2.653, 3.444], [0.717, -2.342, 1.760], [-0.285, -1.788, 2.902], [-1.265, -7.174, 1.892], [-0.580, -7.890, 0.336], [0.457, -7.321, 1.616], [-0.333, -5.810, -1.626], [1.152, -6.470, -0.790], [0.889, -4.767, -0.880], [-1.366, 2.724, 0.761], [-2.390, 2.404, 1.795], [-1.643, 1.529, 3.130], [-0.110, 1.316, 3.151], [-2.423, 0.910, 4.130], [-3.631, 1.349, 1.139], [-4.839, 1.998, 0.726], [-3.470, -0.071, 0.864], [-3.102, 3.714, 2.479], [-3.917, 3.765, 3.779], [-2.607, 5.036, 2.139], [0.130, 0.284, 3.405], [0.353, 2.061, 3.797], [0.431, 1.410, 2.209], [-1.929, -0.027, 4.385], [-3.488, 0.788, 3.937], [-2.437, 1.582, 4.989], [-4.511, 2.916, 0.238], [-5.106, 1.443, -0.173], [-5.629, 1.959, 1.477], [-2.466, -0.313, 0.515], [-3.542, -0.645, 1.788], [-4.116, -0.285, 0.013], [-3.319, 3.925, 4.676], [-4.650, 4.568, 3.853], [-4.553, 2.881, 3.839], [-2.850, 5.156, 1.083], [-1.539, 5.175, 2.305], [-3.052, 5.863, 2.692], [-2.958, -1.856, -2.015], [-2.097, -0.688, -1.946], [-0.859, -0.613, -2.433], [0.031, 0.198, -2.178], [-0.594, -1.790, -3.246], [0.602, -1.796, -3.987], [-3.577, -1.901, -1.119], [-2.360, -2.763, -1.931], [-3.693, -1.855, -2.820], [0.613, -2.676, -4.630], [1.452, -1.897, -3.312], [0.828, -0.835, -4.449], [2.775, -2.266, -0.932], [3.538, -3.430, -1.352], [3.868, -3.616, -2.624], [3.311, -2.987, -3.607], [4.521, -4.829, -2.748], [4.969, -5.281, -3.975], [2.438, -2.234, 0.104], [1.795, -2.206, -1.406], [3.330, -1.385, -1.253], [4.314, -6.102, -4.264], [5.984, -5.653, -3.833], [5.052, -4.551, -4.780], [3.191, 0.732, -5.676], [4.282, 0.821, -4.814], [3.926, 1.113, -3.551], [2.850, 1.580, -3.070], [5.038, 0.863, -2.910], [5.086, 1.014, -1.536], [3.094, -0.253, -6.133], [3.223, 1.515, -6.434], [2.204, 0.863, -5.234], [4.169, 0.569, -1.152], [5.069, 2.019, -1.114], [5.839, 0.517, -0.925], [0.038, 7.280, 1.066], [0.755, 6.656, 2.106], [1.237, 5.378, 1.855], [0.956, 4.627, 0.909], [1.950, 5.041, 2.910], [2.617, 3.832, 3.024], [-0.750, 6.663, 0.634], [0.825, 7.403, 0.321], [-0.296, 8.302, 1.246], [3.333, 3.859, 2.203], [1.973, 2.964, 3.164], [3.347, 3.944, 3.826]]
}

---

{
  "formula": "C24H60BF4N4Na3O8",
  "method": "ωB97M-V/def2-TZVPD",
  "fmax_ev_per_a": 3.63,
  "e_above_lowest_ev": 5.475,
  "e_lumo_ev": -8.02,
  "e_tot_ha": -2681.96599,
  "mol_weight_g_mol": 688.54,
  "total_charge": 2,
  "species": ["Na", "Na", "Na", "B", "F", "F", "F", "F", "C", "O", "C", "C", "N", "C", "C", "O", "C", "H", "H", "H", "H", "H", "H", "H", "H", "H", "H", "H", "H", "H", "H", "H", "C", "O", "C", "C", "N", "C", "C", "O", "C", "H", "H", "H", "H", "H", "H", "H", "H", "H", "H", "H", "H", "H", "H", "H", "C", "O", "C", "C", "N", "C", "C", "O", "C", "H", "H", "H", "H", "H", "H", "H", "H", "H", "H", "H", "H", "H", "H", "H", "C", "O", "C", "C", "N", "C", "C", "O", "C", "H", "H", "H", "H", "H", "H", "H", "H", "H", "H", "H", "H", "H", "H", "H"],
  "coordinates": [[-16.174, -14.253, -37.297], [-13.410, -19.375, -35.434], [-11.428, -14.585, -35.899], [-13.767, -14.557, -32.547], [-13.020, -15.720, -32.619], [-14.219, -14.280, -33.879], [-14.806, -14.701, -31.632], [-12.878, -13.501, -32.183], [-8.689, -14.788, -33.539], [-8.781, -14.393, -34.888], [-7.702, -13.750, -35.416], [-7.926, -13.647, -36.986], [-9.031, -12.865, -37.616], [-8.637, -11.422, -37.344], [-9.730, -10.400, -37.627], [-9.898, -10.228, -39.065], [-10.358, -8.905, -39.594], [-7.689, -15.188, -33.373], [-9.419, -15.583, -33.389], [-8.999, -13.967, -32.893], [-6.849, -14.411, -35.267], [-7.612, -12.741, -35.014], [-8.301, -14.617, -37.312], [-6.921, -13.573, -37.402], [-8.901, -13.181, -38.566], [-7.822, -11.078, -37.981], [-8.320, -11.205, -36.324], [-9.586, -9.390, -37.242], [-10.673, -10.808, -37.262], [-9.648, -8.116, -39.346], [-11.326, -8.803, -39.104], [-10.536, -8.977, -40.667], [-19.416, -18.112, -35.859], [-19.521, -17.314, -34.686], [-18.803, -16.135, -34.598], [-19.676, -15.004, -35.117], [-19.578, -14.883, -36.604], [-20.088, -13.745, -37.368], [-19.726, -12.388, -36.790], [-18.323, -12.221, -36.642], [-17.987, -10.871, -36.712], [-19.968, -18.962, -35.456], [-18.433, -18.545, -36.047], [-19.785, -17.759, -36.821], [-17.828, -16.256, -35.072], [-18.559, -16.137, -33.536], [-19.118, -14.170, -34.691], [-20.675, -15.004, -34.681], [-20.155, -15.605, -37.013], [-21.175, -13.757, -37.445], [-19.694, -13.823, -38.382], [-20.145, -12.289, -35.789], [-20.170, -11.685, -37.494], [-18.193, -10.377, -37.661], [-17.000, -10.751, -36.266], [-18.653, -10.347, -36.026], [-17.150, -8.468, -31.255], [-16.563, -7.241, -30.870], [-15.672, -7.144, -29.757], [-14.900, -5.751, -29.577], [-14.226, -5.304, -30.829], [-13.767, -3.892, -30.830], [-13.039, -3.474, -32.090], [-14.015, -3.018, -32.940], [-13.543, -2.755, -34.289], [-16.445, -9.294, -31.342], [-17.747, -8.375, -32.162], [-17.679, -8.615, -30.314], [-14.933, -7.920, -29.960], [-16.042, -7.357, -28.754], [-14.111, -5.731, -28.825], [-15.589, -4.973, -29.249], [-14.863, -5.382, -31.609], [-13.051, -3.913, -30.008], [-14.720, -3.450, -30.539], [-12.609, -4.399, -32.475], [-12.252, -2.746, -31.893], [-14.444, -2.464, -34.830], [-13.240, -3.684, -34.772], [-12.752, -2.031, -34.485], [-8.371, -21.637, -30.288], [-9.738, -22.012, -30.451], [-10.642, -20.863, -30.728], [-12.089, -21.235, -30.521], [-13.096, -20.256, -31.045], [-14.478, -20.766, -31.015], [-15.344, -20.407, -29.871], [-14.601, -20.173, -28.704], [-14.482, -18.823, -28.313], [-8.204, -21.088, -29.361], [-8.358, -20.792, -30.976], [-7.705, -22.463, -30.538], [-10.488, -20.443, -31.722], [-10.446, -19.932, -30.197], [-12.200, -21.280, -29.437], [-12.095, -22.166, -31.088], [-13.075, -19.341, -30.618], [-14.342, -21.829, -31.219], [-14.934, -20.393, -31.932], [-16.147, -21.118, -29.677], [-15.920, -19.529, -30.162], [-15.330, -18.504, -27.706], [-14.308, -18.150, -29.152], [-13.537, -18.643, -27.801]]
}

---

{
  "formula": "C24H60In2N4Na3O16P2",
  "method": "ωB97M-V/def2-TZVPD",
  "s_squared": 0.780,
  "fmax_ev_per_a": 4.03,
  "e_lumo_ev": [-9.06, -9.32],
  "spin_multiplicity": 2,
  "e_tot_ha": -3922.58948,
  "mol_weight_g_mol": 1021.31,
  "total_charge": 2,
  "species": ["In", "In", "Na", "Na", "Na", "P", "O", "O", "O", "O", "P", "O", "O", "O", "O", "C", "O", "C", "C", "N", "C", "C", "O", "C", "H", "H", "H", "H", "H", "H", "H", "H", "H", "H", "H", "H", "H", "H", "H", "C", "O", "C", "C", "N", "C", "C", "O", "C", "H", "H", "H", "H", "H", "H", "H", "H", "H", "H", "H", "H", "H", "H", "H", "C", "O", "C", "C", "N", "C", "C", "O", "C", "H", "H", "H", "H", "H", "H", "H", "H", "H", "H", "H", "H", "H", "H", "H", "C", "O", "C", "C", "N", "C", "C", "O", "C", "H", "H", "H", "H", "H", "H", "H", "H", "H", "H", "H", "H", "H", "H", "H"],
  "coordinates": [[27.332, -12.285, 6.378], [25.490, -8.302, 6.807], [23.491, -11.728, 4.144], [25.206, -11.754, 9.831], [21.683, -13.596, 7.711], [23.960, -12.289, 7.279], [24.799, -13.532, 7.007], [23.331, -12.497, 8.683], [22.775, -12.201, 6.265], [24.898, -11.004, 7.267], [27.541, -10.097, 9.245], [27.496, -11.649, 9.131], [27.863, -9.782, 7.736], [28.400, -9.422, 10.344], [26.064, -9.550, 9.382], [26.735, -18.911, 5.489], [25.390, -18.413, 5.269], [25.045, -17.399, 6.180], [23.835, -16.686, 5.716], [23.343, -15.668, 6.767], [23.115, -16.067, 8.208], [21.825, -16.695, 8.569], [20.706, -15.842, 8.499], [19.406, -16.399, 8.487], [27.501, -18.138, 5.430], [27.024, -19.500, 4.619], [26.862, -19.544, 6.367], [25.919, -16.753, 6.261], [24.984, -17.979, 7.101], [22.989, -17.364, 5.599], [24.036, -16.121, 4.806], [23.830, -14.784, 6.816], [23.059, -15.122, 8.749], [23.960, -16.485, 8.755], [21.831, -16.996, 9.617], [21.769, -17.702, 8.158], [19.380, -17.085, 9.333], [19.289, -17.138, 7.695], [18.604, -15.680, 8.657], [22.588, -9.173, 9.217], [22.645, -8.844, 7.866], [21.461, -8.607, 7.016], [21.899, -8.902, 5.517], [23.034, -8.106, 5.056], [22.757, -6.759, 4.485], [24.078, -6.143, 4.004], [24.899, -5.796, 5.063], [25.328, -4.483, 5.045], [21.989, -8.377, 9.660], [23.565, -9.144, 9.698], [22.095, -10.112, 9.471], [21.133, -7.574, 7.128], [20.742, -9.359, 7.340], [21.117, -8.816, 4.763], [22.142, -9.954, 5.368], [23.547, -8.804, 4.535], [22.219, -6.098, 5.163], [21.990, -6.819, 3.713], [23.782, -5.343, 3.325], [24.744, -6.838, 3.493], [24.624, -3.856, 5.592], [25.425, -4.067, 4.042], [26.223, -4.246, 5.621], [21.078, -11.918, 1.626], [21.412, -12.572, 2.844], [21.083, -13.948, 2.885], [21.188, -14.510, 4.386], [20.743, -13.741, 5.482], [19.340, -13.485, 5.330], [18.884, -12.634, 6.522], [19.168, -13.323, 7.763], [18.767, -12.546, 8.908], [20.239, -12.485, 1.223], [21.841, -11.908, 0.848], [20.708, -10.915, 1.839], [21.580, -14.573, 2.143], [20.034, -14.149, 2.671], [22.261, -14.683, 4.481], [20.828, -15.534, 4.490], [21.334, -12.944, 5.670], [18.868, -14.457, 5.474], [19.119, -13.067, 4.348], [17.800, -12.670, 6.412], [19.045, -11.556, 6.493], [18.676, -13.138, 9.818], [17.773, -12.114, 8.791], [19.622, -11.870, 8.911], [18.605, -12.597, 12.765], [19.964, -12.187, 12.573], [20.833, -13.267, 12.324], [21.962, -12.768, 11.476], [22.899, -13.803, 11.290], [23.821, -14.257, 12.335], [24.821, -13.293, 12.951], [25.551, -12.781, 11.852], [26.932, -12.482, 12.250], [18.134, -11.640, 12.538], [18.388, -13.136, 13.687], [18.162, -13.103, 11.907], [20.321, -14.108, 11.856], [21.314, -13.685, 13.208], [22.266, -11.925, 12.098], [21.610, -12.264, 10.576], [23.440, -13.468, 10.506], [24.375, -15.167, 12.103], [23.229, -14.528, 13.209], [25.420, -13.743, 13.742], [24.298, -12.467, 13.433], [27.636, -13.296, 12.422], [26.942, -11.893, 13.167], [27.433, -11.882, 11.491]]
}

---

{
  "formula": "C24H60InN4Na3O12P",
  "method": "ωB97M-V/def2-TZVPD",
  "fmax_ev_per_a": 2.73,
  "e_above_lowest_ev": 0.000,
  "e_lumo_ev": -13.24,
  "e_tot_ha": -3089.69210,
  "mol_weight_g_mol": 811.52,
  "total_charge": 3,
  "species": ["In", "Na", "Na", "Na", "P", "O", "O", "O", "O", "C", "O", "C", "C", "N", "C", "C", "O", "C", "H", "H", "H", "H", "H", "H", "H", "H", "H", "H", "H", "H", "H", "H", "H", "C", "O", "C", "C", "N", "C", "C", "O", "C", "H", "H", "H", "H", "H", "H", "H", "H", "H", "H", "H", "H", "H", "H", "H", "C", "O", "C", "C", "N", "C", "C", "O", "C", "H", "H", "H", "H", "H", "H", "H", "H", "H", "H", "H", "H", "H", "H", "H", "C", "O", "C", "C", "N", "C", "C", "O", "C", "H", "H", "H", "H", "H", "H", "H", "H", "H", "H", "H", "H", "H", "H", "H"],
  "coordinates": [[-23.487, -10.359, 16.811], [-21.914, -8.077, 14.088], [-21.884, -7.031, 19.069], [-18.358, -8.917, 16.458], [-20.795, -8.076, 16.553], [-20.033, -7.839, 15.219], [-19.991, -7.503, 17.756], [-20.738, -9.600, 16.788], [-22.332, -7.675, 16.544], [-20.422, -11.898, 14.670], [-21.548, -12.541, 15.252], [-22.385, -13.068, 14.209], [-23.748, -13.451, 14.721], [-24.598, -12.286, 14.923], [-25.928, -12.713, 15.262], [-26.840, -11.612, 15.730], [-26.308, -11.043, 16.930], [-27.212, -10.169, 17.621], [-19.936, -12.515, 13.913], [-19.704, -11.656, 15.448], [-20.748, -10.947, 14.232], [-21.933, -13.950, 13.750], [-22.435, -12.317, 13.410], [-23.615, -14.048, 15.623], [-24.175, -14.080, 13.930], [-24.518, -11.629, 14.158], [-25.901, -13.450, 16.069], [-26.411, -13.230, 14.423], [-27.836, -12.035, 15.867], [-26.816, -10.783, 15.014], [-28.154, -10.721, 17.606], [-27.295, -9.201, 17.130], [-26.901, -10.088, 18.659], [-16.104, -7.333, 23.888], [-17.018, -7.608, 22.849], [-17.443, -6.592, 21.966], [-18.317, -7.108, 20.827], [-18.882, -6.004, 20.057], [-17.871, -5.190, 19.390], [-18.539, -4.305, 18.368], [-17.756, -3.137, 18.275], [-18.429, -1.990, 17.762], [-15.058, -7.451, 23.592], [-16.297, -8.048, 24.686], [-16.356, -6.323, 24.225], [-16.394, -6.336, 21.720], [-17.909, -5.727, 22.457], [-19.165, -7.702, 21.177], [-17.740, -7.817, 20.219], [-19.378, -6.453, 19.286], [-17.107, -5.803, 18.884], [-17.234, -4.595, 20.050], [-19.508, -3.969, 18.764], [-18.693, -4.912, 17.467], [-18.836, -1.422, 18.610], [-19.193, -2.272, 17.043], [-17.615, -1.313, 17.501], [-21.660, -4.645, 16.183], [-22.945, -4.250, 16.620], [-22.840, -3.579, 17.888], [-24.119, -3.033, 18.432], [-25.119, -4.024, 18.621], [-26.413, -3.508, 19.091], [-27.361, -4.601, 19.505], [-27.609, -5.422, 18.394], [-28.448, -6.492, 18.732], [-21.055, -3.739, 16.067], [-21.697, -5.165, 15.229], [-21.130, -5.337, 16.852], [-22.142, -2.772, 17.639], [-22.340, -4.172, 18.673], [-24.541, -2.287, 17.750], [-23.832, -2.428, 19.309], [-24.832, -4.738, 19.288], [-26.947, -3.094, 18.232], [-26.290, -2.742, 19.862], [-28.288, -4.134, 19.868], [-27.136, -5.158, 20.427], [-28.546, -7.162, 17.879], [-29.473, -6.295, 19.061], [-28.028, -7.137, 19.515], [-13.911, -8.910, 11.795], [-14.735, -9.309, 12.864], [-16.098, -9.594, 12.532], [-17.068, -8.363, 12.582], [-17.370, -8.029, 13.938], [-16.286, -7.367, 14.598], [-16.451, -6.904, 16.087], [-15.970, -7.914, 17.007], [-14.803, -7.444, 17.694], [-14.351, -7.978, 11.411], [-13.858, -9.623, 10.967], [-12.905, -8.740, 12.169], [-16.321, -10.291, 13.337], [-16.090, -10.036, 11.536], [-17.964, -8.640, 12.032], [-16.518, -7.593, 12.030], [-18.291, -7.704, 14.231], [-15.972, -6.510, 13.980], [-15.353, -7.947, 14.568], [-17.468, -6.655, 16.405], [-15.911, -5.958, 16.134], [-15.169, -6.817, 18.515], [-14.108, -6.838, 17.115], [-14.344, -8.321, 18.143]]
}